Record 1
# C38H47BBrHfN10O2S

A structure of composition C38H47BBrHfN10O2S (ωB97M-V/def2-TZVPD, OMol25).

CARTESIAN COORDINATES (ANGSTROEM)
Hf1 -0.617 0.374 -0.878
C1 -3.374 -1.486 2.012
C2 -2.329 -1.606 1.113
N1 -2.172 -0.472 0.425
N2 -3.130 0.405 0.878
C3 -3.858 -0.204 1.827
B1 -3.304 1.782 0.133
N3 -1.968 2.660 0.232
C4 -1.741 3.730 1.002
C5 -0.537 4.308 0.636
C6 -0.059 3.507 -0.389
N4 -0.924 2.517 -0.648
N5 -3.473 1.420 -1.367
C7 -4.482 1.686 -2.206
C8 -4.207 1.099 -3.428
C9 -2.978 0.480 -3.253
N6 -2.535 0.672 -2.007
N7 -4.439 2.627 0.612
C10 -4.737 3.873 0.139
C11 -5.850 4.314 0.794
C12 -6.176 3.257 1.674
N8 -5.336 2.246 1.568
H1 -3.752 -2.233 2.689
H2 -1.686 -2.451 0.916
H3 -4.678 0.327 2.283
H4 -2.466 4.034 1.741
H5 -0.087 5.196 1.046
H6 0.856 3.585 -0.957
H7 -5.334 2.257 -1.878
H8 -4.819 1.108 -4.313
H9 -2.408 -0.108 -3.955
H10 -4.139 4.343 -0.628
H11 -6.359 5.254 0.664
H12 -6.991 3.199 2.380
C13 3.351 -2.034 -4.634
C14 2.185 -3.007 -4.625
N9 1.447 -3.028 -3.335
C15 1.719 -4.184 -2.461
C16 3.045 -4.055 -1.732
C17 0.632 -2.047 -3.018
S1 -0.196 -2.106 -1.471
N10 0.436 -1.123 -4.001
C18 0.223 0.134 -3.825
O1 0.249 0.713 -2.638
C19 -0.042 1.017 -4.972
C20 -0.215 0.477 -6.246
C21 -0.486 1.314 -7.314
C22 -0.576 2.687 -7.116
C23 -0.400 3.228 -5.849
C24 -0.138 2.393 -4.775
H13 3.906 -2.151 -5.564
H14 4.039 -2.220 -3.810
H15 3.002 -1.003 -4.577
H16 2.527 -4.028 -4.783
H17 1.473 -2.762 -5.408
H18 1.710 -5.060 -3.109
H19 0.899 -4.292 -1.760
H20 3.893 -4.107 -2.413
H21 3.144 -4.870 -1.015
H22 3.092 -3.107 -1.189
H23 -0.139 -0.592 -6.389
H24 -0.625 0.899 -8.303
H25 -0.783 3.338 -7.955
H26 -0.467 4.297 -5.701
H27 -0.011 2.804 -3.783
C25 3.654 -3.685 3.557
C26 4.099 -2.240 3.879
C27 4.105 -2.037 5.397
C28 5.521 -2.018 3.344
C29 3.103 -1.338 3.185
C30 3.272 -1.023 1.802
C31 2.313 -0.312 1.181
Br1 2.465 0.157 -0.617
C32 1.096 0.147 1.837
O2 0.178 0.656 1.122
C33 1.000 -0.042 3.279
C34 1.977 -0.820 3.853
C35 -0.088 0.533 4.189
C36 -1.044 1.496 3.490
C37 0.604 1.315 5.322
C38 -0.897 -0.631 4.783
H28 4.354 -4.380 4.025
H29 3.655 -3.875 2.481
H30 2.655 -3.892 3.946
H31 4.876 -2.673 5.830
H32 3.161 -2.322 5.864
H33 4.333 -1.004 5.668
H34 6.220 -2.588 3.955
H35 5.819 -0.968 3.395
H36 5.643 -2.367 2.317
H37 4.153 -1.345 1.266
H38 1.889 -1.025 4.908
H39 -0.507 2.330 3.037
H40 -1.727 1.901 4.239
H41 -1.638 1.006 2.724
H42 1.185 2.152 4.930
H43 1.266 0.694 5.925
H44 -0.163 1.717 5.986
H45 -1.368 -1.226 3.999
H46 -1.686 -0.227 5.421
H47 -0.281 -1.291 5.396

Values from the calculation:
Total charge: +2
Spin multiplicity: 2
Gap between HOMO and LUMO (alpha / beta) in Ha: 0.304 / 0.213
E_HOMO (alpha / beta) in eV: -13.746 / -13.746



Record 2
# C38H47N9Os

A structure of composition C38H47N9Os at a distorted geometry (ωB97M-V/def2-TZVPD, OMol25).

CARTESIAN COORDINATES (ANGSTROEM)
Os1 0.039 0.634 -0.296
C1 -4.861 2.956 -0.856
N1 -3.657 2.199 -1.145
C2 -3.721 1.313 -2.285
C3 -2.651 2.130 -0.235
N2 -2.061 0.963 0.100
C4 -2.804 -0.207 0.089
C5 -4.136 -0.282 0.435
C6 -5.124 -1.160 -0.071
C7 -5.007 -2.029 -1.151
C8 -3.784 -2.569 -1.539
C9 -3.289 -2.847 -2.829
C10 -1.967 -3.098 -3.148
C11 -0.762 -3.199 -2.373
C12 -0.184 -2.535 -1.327
N3 0.112 -2.096 0.709
C13 1.126 -1.807 1.564
N4 0.925 -1.052 2.647
C14 1.905 -0.884 3.705
C15 -0.460 -0.703 2.940
N5 2.240 -2.466 1.175
C16 2.704 -2.427 -1.208
C17 3.404 -2.923 1.900
C18 -2.059 -1.331 -0.569
N6 -2.203 3.295 0.262
C19 -2.390 4.547 -0.435
C20 -1.599 3.421 1.565
H1 -5.717 2.283 -0.917
H2 -5.002 3.776 -1.561
H3 -4.821 3.354 0.155
H4 -4.312 0.414 -2.091
H5 -2.708 1.026 -2.577
H6 -4.182 1.855 -3.113
H7 -4.522 0.539 1.030
H8 -6.130 -0.928 0.256
H9 -5.893 -2.252 -1.733
H10 -3.995 -2.879 -3.649
H11 -1.828 -3.439 -4.168
H12 -0.161 -4.038 -2.721
H13 2.096 -1.823 4.229
H14 1.524 -0.166 4.431
H15 2.836 -0.488 3.304
H16 -0.915 -0.225 2.065
H17 -0.489 -0.008 3.776
H18 -1.048 -1.589 3.200
H19 2.096 -2.653 -2.090
H20 3.689 -2.877 -1.336
H21 2.012 -0.495 -0.779
H22 3.147 -3.729 2.590
H23 3.896 -2.119 2.436
H24 4.103 -3.319 1.167
H25 -3.231 5.120 -0.043
H26 -2.546 4.364 -1.496
H27 -1.485 5.140 -0.314
H28 -1.427 2.438 1.993
H29 -2.258 3.995 2.224
H30 -0.657 3.959 1.473
C21 6.378 0.746 0.358
C22 5.147 1.192 0.809
C23 3.986 0.576 0.374
C24 4.040 -0.461 -0.552
C25 5.282 -0.895 -1.015
C26 6.438 -0.296 -0.555
N7 2.861 -1.015 -1.056
N8 2.032 -3.115 -0.080
C27 0.588 -3.168 -0.187
C28 -0.021 -4.430 0.352
C29 -1.336 -4.605 0.542
C30 -2.468 -3.892 -0.021
C31 -2.727 -2.672 -0.513
C32 -0.550 -1.391 -0.446
H31 7.289 1.211 0.698
H32 5.098 2.020 1.500
H33 3.015 0.918 0.719
H34 5.348 -1.669 -1.763
H35 7.392 -0.634 -0.930
H36 0.688 -5.173 0.687
H37 -1.623 -5.531 1.025
H38 -3.277 -4.592 -0.222
H39 -2.121 -1.050 -1.636
C33 1.427 2.556 2.389
C34 1.676 3.002 0.993
C35 2.465 4.073 0.572
C36 2.489 4.036 -0.819
C37 1.704 2.947 -1.200
C38 1.460 2.390 -2.557
N9 1.187 2.331 -0.092
H40 1.088 3.394 2.998
H41 2.350 2.187 2.838
H42 0.684 1.757 2.404
H43 2.959 4.765 1.222
H44 3.020 4.690 -1.479
H45 1.303 3.179 -3.290
H46 0.585 1.713 -2.550
H47 2.338 1.827 -2.885

Values from the calculation:
Total charge: +2
Spin multiplicity: 5
Gap between HOMO and LUMO (alpha / beta) in Ha: 0.181 / 0.174
E_HOMO (alpha / beta) in eV: -11.274 / -12.481



Record 3
# C38H48AsN9OS2TeTi

A structure of composition C38H48AsN9OS2TeTi (ωB97M-V/def2-TZVPD, OMol25).

CARTESIAN COORDINATES (ANGSTROEM)
Ti1 0.839 0.581 2.331
C1 -2.733 2.410 4.144
C2 -1.654 1.470 3.720
N1 -0.480 1.887 3.267
N2 -0.247 3.247 3.314
C3 1.020 3.690 3.312
N3 1.189 5.014 3.223
S1 2.333 2.634 3.417
C4 -1.772 0.034 3.738
C5 -2.905 -0.669 4.175
C6 -2.902 -2.043 4.146
C7 -1.770 -2.716 3.675
C8 -0.690 -1.971 3.268
N4 -0.667 -0.628 3.303
H1 -2.410 3.016 4.995
H2 -2.991 3.088 3.325
H3 -3.637 1.886 4.433
H4 -1.005 3.867 3.046
H5 0.412 5.654 3.233
H6 2.120 5.383 3.313
H7 -3.774 -0.139 4.534
H8 -3.767 -2.596 4.484
H9 -1.733 -3.795 3.632
H10 0.210 -2.447 2.894
C9 -0.148 -8.794 -7.866
O1 1.018 -8.359 -7.178
C10 0.886 -7.417 -6.231
C11 2.066 -7.035 -5.581
C12 2.036 -6.079 -4.596
C13 0.830 -5.471 -4.229
C14 -0.337 -5.858 -4.876
C15 -0.322 -6.822 -5.872
C16 0.842 -4.461 -3.176
N5 1.886 -4.145 -2.438
C17 1.450 -3.172 -1.591
C18 0.120 -2.877 -1.810
N6 -0.256 -3.712 -2.833
C19 -0.579 -1.865 -1.093
C20 -1.907 -1.463 -1.313
C21 -2.431 -0.431 -0.576
C22 -1.636 0.190 0.389
N7 -0.393 -0.189 0.633
C23 0.147 -1.196 -0.088
C24 1.527 -1.531 0.189
N8 2.137 -0.858 1.196
C25 3.430 -1.068 1.394
C26 4.181 -1.981 0.649
C27 3.560 -2.712 -0.333
C28 2.199 -2.487 -0.583
H11 0.186 -9.547 -8.571
H12 -0.614 -7.968 -8.408
H13 -0.868 -9.237 -7.174
H14 2.991 -7.511 -5.875
H15 2.946 -5.783 -4.093
H16 -1.295 -5.425 -4.611
H17 -1.246 -7.104 -6.353
H18 -1.157 -3.769 -3.272
H19 -2.510 -1.957 -2.064
H20 -3.446 -0.093 -0.731
H21 -2.011 1.029 0.964
H22 3.896 -0.494 2.186
H23 5.233 -2.105 0.864
H24 4.090 -3.446 -0.925
C29 1.182 3.349 -2.460
C30 2.110 3.562 -1.257
C31 2.002 5.000 -0.731
C32 3.564 3.219 -1.612
C33 1.679 2.653 -0.186
N9 1.356 1.952 0.661
H25 1.475 4.033 -3.256
H26 0.146 3.551 -2.184
H27 1.254 2.329 -2.839
H28 2.243 5.686 -1.543
H29 2.710 5.168 0.082
H30 0.995 5.206 -0.367
H31 3.913 3.920 -2.370
H32 3.646 2.209 -2.014
H33 4.212 3.305 -0.740
C34 -2.216 5.816 -2.239
As1 -2.944 5.441 -0.499
C35 -4.697 4.712 -0.814
C36 -3.219 7.152 0.336
S2 -1.714 4.162 0.626
H34 -2.899 6.458 -2.793
H35 -2.078 4.877 -2.772
H36 -1.255 6.314 -2.122
H37 -5.328 5.460 -1.293
H38 -5.130 4.417 0.139
H39 -4.604 3.840 -1.457
H40 -3.826 7.784 -0.310
H41 -2.251 7.617 0.508
H42 -3.724 7.002 1.288
C37 2.174 -2.432 5.168
Te1 2.368 -0.343 4.783
C38 0.906 0.239 6.210
H43 2.539 -2.637 6.171
H44 2.787 -2.968 4.446
H45 1.136 -2.740 5.081
H46 0.003 -0.346 6.051
H47 0.705 1.297 6.054
H48 1.298 0.079 7.209

Values from the calculation:
Total charge: +2
Spin multiplicity: 3
Gap between HOMO and LUMO (alpha / beta) in Ha: 0.220 / 0.225
E_HOMO (alpha / beta) in eV: -10.946 / -11.451



ΔE to the lowest compared entry with this formula, charge and spin readings, ordered: 60.6; 951.3; 0.0 kJ/mol
E_tot readings, ordered: -5219.150457; -2058.806961; -6194.238097 Ha